1.
{"formula": "C14H34N3O6", "method": "wB97M-V/def2-TZVPD", "e_homo_ev": -11.022, "homo_lumo_gap_ev": 8.2, "charge": 1, "e_lumo_ev": -2.80, "symbols": ["C", "C", "O", "C", "N", "C", "C", "O", "C", "N", "C", "O", "C", "C", "C", "O", "O", "H", "H", "H", "H", "H", "H", "H", "H", "H", "H", "H", "H", "H", "H", "H", "H", "H", "H", "H", "H", "H", "H", "C", "C", "C", "O", "C", "N", "H", "H", "H", "H", "H", "H", "H", "H", "H", "H", "H", "H"], "xyz": [[3.771, -1.998, 2.464], [4.107, -2.213, 0.994], [4.071, -3.605, 0.656], [3.219, -1.428, 0.030], [1.794, -1.543, 0.344], [0.910, -1.054, -0.712], [-0.124, -0.068, -0.171], [-1.260, -0.787, 0.237], [-2.141, -0.059, 1.061], [-2.516, 1.224, 0.443], [-3.362, -0.946, 1.252], [-2.940, -2.177, 1.788], [-3.947, -2.938, 2.436], [-4.538, -4.005, 1.488], [-3.623, -4.305, 0.330], [-3.956, -4.182, -0.823], [-2.367, -4.734, 0.684], [2.711, -2.161, 2.661], [4.364, -2.694, 3.063], [4.039, -0.988, 2.779], [5.136, -1.896, 0.805], [3.433, -4.049, 1.223], [3.426, -1.804, -0.981], [3.492, -0.366, 0.080], [1.569, -2.508, 0.546], [0.333, -1.887, -1.127], [1.491, -0.577, -1.507], [0.307, 0.511, 0.654], [-0.443, 0.600, -0.986], [-1.666, 0.110, 2.038], [-2.250, 1.978, 1.065], [-3.527, 1.282, 0.363], [-3.801, -1.101, 0.253], [-4.087, -0.454, 1.909], [-3.491, -3.401, 3.313], [-4.753, -2.280, 2.773], [-5.482, -3.653, 1.069], [-4.722, -4.928, 2.045], [-2.276, -5.669, 0.457], [0.735, 4.740, -3.368], [0.007, 4.161, -2.167], [0.754, 4.282, -0.838], [1.831, 3.372, -0.803], [3.133, 3.901, -1.074], [-0.167, 2.679, -2.368], [1.635, 4.171, -3.607], [0.095, 4.746, -4.252], [1.028, 5.768, -3.165], [-0.990, 4.592, -2.086], [0.081, 4.011, -0.020], [1.078, 5.311, -0.675], [3.203, 4.944, -0.763], [3.382, 3.819, -2.134], [3.845, 3.313, -0.501], [-0.445, 2.432, -3.317], [-0.845, 2.274, -1.710], [0.739, 2.240, -2.148]], "mulliken_charge": [-1.333, -0.024, -0.552, -0.616, -0.097, -0.934, 0.207, -0.301, 0.233, -0.519, -0.931, -0.283, -0.475, -0.551, 0.505, -0.542, -0.436, 0.326, 0.417, 0.347, 0.380, 0.355, 0.401, 0.258, 0.251, 0.337, 0.403, 0.428, -0.546, 0.299, 0.257, 0.251, 0.332, 0.451, 0.368, 0.314, 0.272, 0.387, 0.337, -1.470, 0.177, -0.648, -0.278, -0.738, -0.221, 0.358, 0.427, 0.386, 0.394, 0.309, 0.479, 0.340, 0.295, 0.227, 0.345, 0.258, 0.383]}



2.
{"formula": "C8H24AgBrN2O3", "method": "wB97M-V/def2-TZVPD", "e_homo_ev": [-11.427, -11.425], "homo_lumo_gap_ev": [6.3, 3.4], "multiplicity": 2, "charge": 1, "e_lumo_ev": [-5.15, -8.05], "symbols": ["Ag", "Br", "O", "H", "H", "C", "C", "C", "O", "C", "N", "H", "H", "H", "H", "H", "H", "H", "H", "H", "H", "H", "C", "C", "C", "O", "C", "N", "H", "H", "H", "H", "H", "H", "H", "H", "H", "H", "H"], "xyz": [[-5.466, 0.926, -1.117], [-3.408, 0.974, 0.862], [-3.849, 1.267, 4.208], [-3.772, 1.185, 3.245], [-3.019, 1.666, 4.490], [-0.036, -1.843, 1.361], [-0.954, -2.553, 0.375], [-0.664, -4.035, 0.110], [0.659, -4.295, -0.241], [0.954, -3.735, -1.507], [-2.311, -2.402, 0.846], [-0.217, -0.774, 1.470], [0.951, -1.905, 0.890], [-0.002, -2.361, 2.319], [-0.930, -1.998, -0.568], [-1.355, -4.401, -0.657], [-0.916, -4.659, 0.971], [0.916, -2.643, -1.545], [0.262, -4.044, -2.300], [1.932, -4.061, -1.849], [-2.657, -1.425, 0.907], [-2.394, -2.775, 1.802], [0.798, 4.085, -1.957], [0.524, 2.791, -1.173], [1.731, 2.252, -0.380], [2.759, 1.801, -1.225], [3.907, 1.343, -0.520], [-0.712, 2.867, -0.392], [1.434, 4.789, -1.422], [-0.136, 4.529, -2.289], [1.330, 3.779, -2.860], [0.150, 2.023, -1.870], [1.518, 1.549, 0.432], [1.976, 3.188, 0.153], [3.808, 0.320, -0.147], [4.108, 1.937, 0.373], [4.677, 1.311, -1.287], [-0.452, 3.306, 0.503], [-1.145, 2.021, -0.010]], "mulliken_charge": [0.654, -0.721, -0.572, 0.306, 0.319, -1.150, 0.374, -0.777, -0.341, -0.697, -0.050, 0.419, 0.272, 0.425, 0.244, 0.414, 0.424, 0.246, 0.334, 0.281, 0.144, 0.403, -1.348, 0.429, -0.571, -0.324, -0.716, -0.581, 0.316, 0.385, 0.319, 0.260, 0.328, 0.308, 0.223, 0.348, 0.264, 0.235, 0.175]}



3.
{"formula": "C4H6KO3", "method": "wB97M-V/def2-TZVPD", "e_homo_ev": -2.584, "homo_lumo_gap_ev": 5.4, "charge": -1, "e_lumo_ev": 2.86, "e_above_lowest_kcal_mol": 0.00, "symbols": ["K", "C", "C", "O", "O", "H", "H", "H", "C", "C", "O", "H", "H", "H"], "xyz": [[0.280, 1.475, 0.422], [-2.183, -1.251, 2.009], [-1.336, 0.036, 1.861], [-0.171, 0.006, 2.298], [-1.870, 1.002, 1.288], [-2.294, -1.492, 3.062], [-1.666, -2.073, 1.513], [-3.160, -1.103, 1.557], [2.187, 0.242, -2.633], [1.210, 1.196, -1.881], [1.799, 1.952, -1.071], [3.233, 0.516, -2.466], [1.958, 0.263, -3.697], [2.014, -0.768, -2.263]], "mulliken_charge": [0.936, -0.899, 0.881, -0.839, -0.823, 0.253, 0.228, 0.255, -0.933, -0.093, -0.688, 0.241, 0.279, 0.202]}



4.
{"formula": "C31H34BLuN9O2", "method": "wB97M-V/def2-TZVPD", "e_homo_ev": -9.782, "homo_lumo_gap_ev": 6.7, "charge": 1, "e_lumo_ev": -3.10, "e_above_lowest_kcal_mol": 0.00, "symbols": ["Lu", "C", "C", "C", "C", "C", "N", "N", "B", "N", "N", "C", "C", "C", "C", "C", "N", "N", "C", "C", "C", "C", "C", "H", "H", "H", "H", "H", "H", "H", "H", "H", "H", "H", "H", "H", "H", "H", "H", "H", "H", "H", "H", "H", "H", "C", "O", "C", "C", "C", "C", "C", "C", "N", "N", "C", "C", "C", "C", "O", "C", "N", "C", "C", "C", "C", "H", "H", "H", "H", "H", "H", "H", "H", "H", "H", "H", "H"], "xyz": [[0.108, 0.114, 0.085], [-3.083, 1.207, -1.798], [-3.207, 0.112, -0.794], [-4.344, -0.553, -0.347], [-3.893, -1.483, 0.576], [-4.707, -2.446, 1.358], [-2.555, -1.366, 0.665], [-2.126, -0.380, -0.172], [-1.593, -2.290, 1.456], [-0.550, -2.877, 0.478], [0.252, -2.105, -0.306], [1.005, -2.926, -1.047], [1.992, -2.404, -2.033], [0.690, -4.247, -0.737], [-0.299, -4.176, 0.231], [-0.979, -5.307, 0.906], [-0.861, -1.476, 2.552], [-0.063, -0.409, 2.270], [0.443, 0.028, 3.434], [1.374, 1.188, 3.495], [-0.041, -0.759, 4.474], [-0.861, -1.703, 3.878], [-1.604, -2.791, 4.558], [-4.011, 1.324, -2.353], [-2.282, 0.980, -2.508], [-2.854, 2.155, -1.306], [-5.357, -0.389, -0.653], [-5.760, -2.276, 1.157], [-4.527, -2.327, 2.423], [-4.464, -3.470, 1.087], [-2.201, -3.156, 1.963], [2.042, -1.310, -1.992], [1.712, -2.711, -3.041], [2.980, -2.811, -1.823], [1.122, -5.131, -1.158], [-0.576, -6.238, 0.519], [-2.051, -5.283, 0.727], [-0.818, -5.268, 1.981], [1.795, 1.396, 2.507], [2.186, 0.976, 4.189], [0.848, 2.074, 3.854], [0.177, -0.662, 5.518], [-1.425, -2.719, 5.626], [-1.267, -3.765, 4.211], [-2.673, -2.715, 4.373], [-1.147, 5.747, 6.986], [-0.120, 4.909, 6.498], [0.676, 5.347, 5.496], [0.572, 6.589, 4.867], [1.445, 6.919, 3.852], [2.354, 5.980, 3.350], [2.456, 4.734, 3.985], [1.659, 4.445, 5.068], [3.147, 6.393, 2.293], [3.520, 5.708, 1.345], [3.082, 4.466, 0.953], [4.017, 3.532, 0.511], [3.637, 2.276, 0.065], [2.296, 1.892, -0.009], [1.911, 0.695, -0.396], [1.307, 2.859, 0.379], [-0.008, 2.471, 0.322], [-0.933, 3.350, 0.675], [-0.643, 4.669, 1.027], [0.665, 5.081, 1.066], [1.692, 4.159, 0.821], [-1.670, 5.164, 7.743], [-1.848, 6.026, 6.192], [-0.739, 6.651, 7.449], [-0.171, 7.308, 5.176], [1.403, 7.892, 3.390], [3.193, 4.022, 3.645], [1.763, 3.515, 5.609], [5.066, 3.787, 0.562], [4.388, 1.556, -0.223], [-1.966, 3.015, 0.646], [-1.437, 5.362, 1.248], [0.889, 6.114, 1.270]], "mulliken_charge": [1.960, -1.288, 0.452, -1.316, 1.076, -1.345, 0.663, -0.318, -1.314, 0.980, -0.733, 0.481, -1.177, -1.304, 1.055, -1.295, 1.165, -0.530, 0.340, -0.538, -1.746, 1.259, -1.312, 0.378, 0.293, 0.168, 0.511, 0.364, 0.248, 0.265, -0.056, 0.128, 0.296, 0.348, 0.523, 0.348, 0.270, 0.235, -0.134, 0.560, 0.123, 0.547, 0.341, 0.245, 0.245, -0.889, -0.424, 0.875, -0.454, -0.407, -0.668, 0.144, -0.678, -0.400, -0.509, -0.118, -0.564, -0.832, 0.749, -0.563, 0.606, -0.655, -0.121, -1.411, -0.581, 0.638, 0.238, 0.352, 0.367, 0.459, 0.527, 0.424, 0.580, 0.446, 0.487, 0.649, 0.455, 0.819]}



5.
{"formula": "C2H2Cl3F", "method": "wB97M-V/def2-TZVPD", "e_homo_ev": -10.719, "homo_lumo_gap_ev": 11.2, "e_lumo_ev": 0.45, "e_above_lowest_kcal_mol": 44.45, "smiles": "F[C@H](Cl)C(Cl)Cl", "symbols": ["F", "C", "Cl", "C", "Cl", "Cl", "H", "H"], "xyz": [[-0.435, -1.643, 0.463], [-0.621, -0.404, 0.494], [-2.208, -0.109, -0.305], [0.586, 0.192, -0.158], [1.975, -0.892, -0.218], [0.525, 1.936, 0.139], [-0.767, 0.003, 1.604], [-0.078, 0.172, -1.255]], "mulliken_charge": [-0.191, -0.046, -0.152, 0.101, -0.115, -0.113, 0.267, 0.250]}



6.
{"formula": "C3H3N5", "method": "wB97M-V/def2-TZVPD", "e_homo_ev": -9.254, "homo_lumo_gap_ev": 8.6, "e_lumo_ev": -0.62, "e_above_lowest_kcal_mol": 105.08, "symbols": ["C", "C", "C", "H", "H", "H", "N", "N", "N", "N", "N"], "xyz": [[-1.003, -0.259, 0.003], [1.056, -1.143, -0.355], [1.134, 0.844, 0.490], [-2.877, -0.021, 0.962], [2.008, -1.579, -0.812], [1.397, 1.780, 1.261], [-1.749, -0.625, 0.873], [-0.143, -1.124, -0.851], [1.483, -0.364, 0.751], [0.189, 1.510, -0.412], [-0.872, 1.055, -0.681]], "mulliken_charge": [0.638, 0.149, 0.076, 0.340, 0.342, 0.283, -0.545, -0.479, -0.388, -0.177, -0.238]}



- Number 4 is which compound?
  C31H34BLuN9O2